[1]
Molecular formula: C4H16BNO14
Method: DFT, the ωB97M-V functional and the def2-TZVPD basis

Positions of all 36 atoms, in Å:
N: -1.29913 -0.07459 1.33252
H: -0.45113 0.46254 1.44428
H: -1.79563 -0.05372 0.45324
H: -1.82377 0.12118 2.17307
H: -0.96538 -1.02602 1.39162
O: 0.93005 3.32832 -0.64241
C: 1.29310 2.63459 -1.54931
O: 1.82945 1.42515 -1.47008
B: 2.17695 0.91741 -2.80090
O: 2.14889 2.14312 -3.66584
C: 1.58684 3.11765 -2.97894
O: 1.26216 4.21394 -3.43172
O: 1.25768 -0.15537 -3.30896
C: 1.95820 -1.20421 -3.71699
O: 1.59125 -2.16866 -4.28249
C: 3.45933 -0.87078 -3.41985
O: 3.50482 0.27642 -2.94027
O: 4.43949 -1.54159 -3.67816
O: -2.68621 2.90337 3.07332
H: -3.00460 2.75240 3.96330
H: -1.86549 3.38192 3.18998
O: -2.93725 0.24403 -2.06961
H: -3.22590 -0.36461 -2.74966
H: -3.16231 1.10954 -2.41090
O: 0.75300 -2.76763 0.66437
H: 1.69149 -2.59285 0.73447
H: 0.67998 -3.40488 -0.04614
O: -1.30912 -1.44924 4.91638
H: -0.79331 -2.21560 5.16709
H: -2.21821 -1.71804 5.04881
O: 2.17761 0.88651 2.87288
H: 2.13887 1.37281 3.69644
H: 2.86760 0.23736 3.00972
O: -3.35415 -3.36040 1.06076
H: -4.17820 -3.27117 0.58201
H: -2.67687 -3.28900 0.38814

The calculated total energy is -35243.2949 eV. Its HOMO energy is -8.89 eV.

Which charges does Mulliken predict for the atoms? In e, they are: -0.364 0.316 0.284 0.370 0.298 -0.605 0.624 -0.450 0.968 -0.480 0.531 -0.618 -0.448 0.518 -0.564 0.662 -0.493 -0.648 -0.649 0.328 0.329 -0.599 0.309 0.313 -0.586 0.300 0.317 -0.632 0.318 0.323 -0.570 0.293 0.303 -0.633 0.331 0.306

---

[2]
Molecular formula: C18H23BrCrN2O2S
Method: DFT, the ωB97M-V functional and the def2-TZVPD basis

Positions of all 48 atoms, in Å:
Cr: -0.01959 -1.15632 -0.23271
C: -0.54720 -0.88446 2.00908
C: 0.76277 -0.40609 1.76227
C: 1.58679 -1.51667 1.37753
C: 0.77084 -2.65988 1.32646
C: -0.56256 -2.26677 1.69231
C: -1.73150 -3.19208 1.83015
C: 1.23100 -4.03930 0.96832
C: 3.05376 -1.46842 1.06955
C: 1.26256 0.99775 1.92407
C: -1.73327 -0.07837 2.43898
H: -1.76031 -3.66488 2.81598
H: -1.70159 -3.99128 1.08750
H: -2.68089 -2.66050 1.72181
H: 1.75823 -4.51161 1.80227
H: 1.91705 -4.02844 0.11918
H: 0.39548 -4.68795 0.70497
H: 3.26724 -1.55000 0.00074
H: 3.58284 -2.28128 1.57150
H: 3.49441 -0.53220 1.41284
H: 1.85360 1.10304 2.83825
H: 0.44081 1.70959 1.97434
H: 1.90326 1.29089 1.09070
H: -1.95045 -0.20934 3.50282
H: -2.63156 -0.36333 1.88562
H: -1.57579 0.98172 2.25230
N: -1.99237 -0.45354 -2.85782
C: -2.05471 -1.48337 -1.99465
N: -3.09269 -1.52435 -1.14842
S: -0.84480 -2.67893 -1.95999
H: -2.46503 0.40509 -2.61445
H: -1.09973 -0.33532 -3.31274
H: -3.84740 -0.86048 -1.19228
H: -3.18863 -2.33078 -0.55565
Br: 3.22132 2.02905 -1.58935
C: 1.70347 3.14216 -1.82982
C: 1.95681 4.42474 -2.29922
C: 0.91600 5.32027 -2.47399
C: -0.38168 4.94430 -2.15901
C: -0.62176 3.67137 -1.67628
C: 0.40523 2.74141 -1.51839
C: 0.01069 1.37441 -1.02107
O: -0.99697 1.26138 -0.30174
O: 0.70870 0.37874 -1.40314
H: 2.97396 4.71440 -2.52229
H: 1.12453 6.31466 -2.84625
H: -1.20003 5.64165 -2.27878
H: -1.62082 3.36933 -1.39149

The multiplicity is 5. The expectation value of S² is 6.036. The calculated total energy is -135416.3726 eV. Its HOMO energy (alpha / beta) is -6.40 / -7.86 eV.

Which charges does Mulliken predict for the atoms? In e, they are: 0.302 1.221 0.300 0.685 0.802 0.465 -1.673 -1.744 -1.753 -1.703 -1.830 0.307 0.353 0.363 0.346 0.368 0.326 0.235 0.389 0.431 0.364 0.304 0.301 0.367 0.323 0.329 -0.459 0.546 -0.276 -0.378 0.236 0.263 0.189 0.221 -0.151 0.249 -0.645 -0.457 -0.787 -0.294 0.360 1.036 -0.652 -0.798 0.419 0.375 0.387 0.440

---

[3]
Molecular formula: C2H6N3S
Method: DFT, the ωB97M-V functional and the def2-TZVPD basis

Positions of all 12 atoms, in Å:
C: -0.35074 2.21442 -1.63294
C: 0.77163 -1.30728 0.91391
N: -0.34471 3.34565 -1.30684
N: 1.18079 -0.18963 0.76714
N: -0.63438 -1.68487 0.56322
S: -0.31157 0.68356 -1.82038
H: 1.16798 -2.39559 1.11595
H: -0.77213 4.27377 -1.22658
H: 2.15329 0.03904 1.03361
H: -1.19578 -0.72081 0.38467
H: -0.94677 -2.03137 1.44233
H: -0.71760 -2.22689 -0.23408

As for the total charge: +1. The calculated total energy is -17468.0672 eV. The energy relative to the best compared isomer or geometry (same formula, charge and spin) is 199.8 kJ/mol. Its HOMO energy is -12.87 eV.

Which charges does Mulliken predict for the atoms? In e, they are: 0.395 -0.057 -0.240 -0.304 -0.348 -0.448 0.312 0.331 0.297 0.360 0.388 0.313

---

[4]
Molecular formula: C12H16N2
Method: DFT, the ωB97M-V functional and the def2-TZVPD basis

Positions of all 30 atoms, in Å:
C: 1.16738 3.85680 2.90030
C: 1.69531 3.15834 1.66421
C: 0.64055 2.91271 0.62845
C: -0.16651 3.81000 -0.00732
N: -0.90511 3.09943 -0.92627
C: -0.62652 1.78507 -0.70800
N: 0.31007 1.64970 0.18382
H: 1.15441 4.93985 2.69160
H: 1.78561 3.85484 3.79582
H: 0.12037 3.73958 3.18288
H: 2.43388 3.78166 1.15360
H: 2.18054 2.21398 1.86200
H: -0.22356 4.88649 -0.00398
H: -1.61465 3.53070 -1.48590
H: -1.19825 0.97312 -1.11620
C: 1.74642 -2.50656 -1.69417
C: 0.40653 -2.85082 -1.12457
C: -0.66560 -3.40262 -1.80269
C: -1.86166 -3.56644 -1.09580
C: -1.95392 -3.58666 0.27196
C: -0.80742 -3.14036 0.96434
C: 0.28709 -2.69616 0.27161
H: 1.93216 -1.43208 -1.67982
H: 1.83017 -2.80593 -2.70630
H: 2.59408 -3.01000 -1.23481
H: -0.68469 -3.57413 -2.86990
H: -2.72807 -3.86308 -1.68576
H: -2.78497 -3.91651 0.86542
H: -0.88153 -2.99109 2.03663
H: 1.17108 -2.28262 0.73971

The calculated total energy is -15683.2210 eV. The energy relative to the best compared isomer or geometry (same formula, charge and spin) is 84.7 kJ/mol. Its HOMO energy is -8.55 eV.

Which charges does Mulliken predict for the atoms? In e, they are: -1.142 -0.468 0.416 -0.537 -0.051 -0.356 -0.468 0.292 0.337 0.359 0.273 0.293 0.396 0.188 0.469 -1.481 0.905 -0.593 -0.299 -0.521 -0.362 -0.507 0.295 0.430 0.336 0.349 0.350 0.382 0.334 0.382

---

[5]
Molecular formula: C5H8S
Method: DFT, the ωB97M-V functional and the def2-TZVPD basis

Positions of all 14 atoms, in Å:
C: -0.55588 -1.22308 0.15973
C: -0.51635 0.03037 -0.22787
C: -1.59095 1.07882 -0.18973
C: 0.85380 0.48526 -0.43936
C: 1.85213 -0.20365 0.01586
S: 3.58568 0.33792 -0.06649
H: -1.38744 -1.98685 0.39916
H: 0.32165 -1.83928 -0.04360
H: -1.22786 2.08038 0.04225
H: -2.43598 0.90414 0.46714
H: -1.90100 0.91296 -1.28456
H: 0.90938 1.45755 -0.85519
H: 1.81552 -1.12554 0.59074
H: 4.13681 -0.65007 0.38699

The calculated total energy is -16147.3166 eV. The energy relative to the best compared isomer or geometry (same formula, charge and spin) is 223.9 kJ/mol. Its HOMO energy is -8.18 eV.

Which charges does Mulliken predict for the atoms? In e, they are: -0.836 0.804 -1.141 -0.280 -0.391 -0.199 0.253 0.189 0.305 0.333 0.276 0.393 0.204 0.092

---

[6]
Molecular formula: C8H13NO2SSi
Method: DFT, the ωB97M-V functional and the def2-TZVPD basis

Positions of all 26 atoms, in Å:
C: 3.65065 1.18664 0.24251
C: 2.81327 1.04476 1.33728
C: 3.43155 0.44666 -0.90997
C: 1.75482 0.15087 1.28322
C: 2.37014 -0.44131 -0.97042
C: 1.55238 -0.58160 0.13237
C: -2.23673 1.75529 -0.78144
C: -3.67315 -0.79037 0.37009
N: -0.89198 -0.78956 -0.73810
O: -0.26755 -2.05624 1.37249
O: 0.53394 -2.81466 -0.82618
Si: -2.02200 0.13495 0.18925
S: 0.18219 -1.72611 0.04751
H: 4.48236 1.87500 0.28433
H: 2.98032 1.62445 2.23113
H: 4.08951 0.56275 -1.75802
H: 1.09330 -0.00213 2.12109
H: 2.17383 -1.03740 -1.84728
H: -2.45150 1.56651 -1.82884
H: -3.06268 2.32483 -0.36953
H: -1.35187 2.38247 -0.73634
H: -3.97466 -1.25039 -0.57027
H: -3.58311 -1.57805 1.11294
H: -4.46802 -0.12005 0.68342
H: -1.63644 -2.32009 -1.59499
H: -1.48856 0.45281 1.52374

The calculated total energy is -32801.6554 eV. The energy relative to the best compared isomer or geometry (same formula, charge and spin) is 177.8 kJ/mol. Its HOMO energy (alpha / beta) is -9.77 / -9.72 eV.

Which charges does Mulliken predict for the atoms? In e, they are: -0.389 -0.599 -0.540 -0.227 -0.447 0.106 -1.048 -1.035 -0.354 -0.632 -0.698 0.408 1.342 0.380 0.395 0.382 0.445 0.414 0.336 0.309 0.295 0.333 0.296 0.307 0.323 -0.104